Entry 1:
{
  "formula": "C24H16Cl2N6O2PdS",
  "method": "ωB97M-V with the def2-TZVPD basis set",
  "charge": 0,
  "molar_mass_g_mol": 629.83,
  "homo_energy_ev": [-7.18, -7.18],
  "total_energy_ha": -2849.6495,
  "lumo_energy_ev": [-2.0, -2.0],
  "de_lowest_kcal_mol": 41.9,
  "spin_multiplicity": 1,
  "fmax_ev_per_a": 6.1,
  "species": ["Pd", "Cl", "Cl", "S", "O", "O", "N", "N", "N", "N", "N", "N", "C", "C", "C", "C", "C", "C", "C", "C", "C", "C", "C", "C", "C", "C", "C", "C", "C", "C", "C", "C", "C", "C", "C", "C", "H", "H", "H", "H", "H", "H", "H", "H", "H", "H", "H", "H", "H", "H", "H", "H"],
  "xyz": [[-0.5165, -0.4613, 0.2290], [-6.3316, -4.1931, 1.1278], [-4.9698, -4.2847, 3.9755], [5.5065, 2.4598, -2.6803], [-1.0143, -1.6956, 4.3094], [-3.8485, -1.8243, -2.1413], [1.0826, 0.6328, -0.5099], [-0.9478, 0.1931, -2.2526], [4.1718, 4.4623, -1.7164], [-2.3568, -1.3494, -0.4431], [-1.2153, -1.3760, 2.0312], [1.2498, -0.1284, 2.0906], [-4.8323, -3.3942, 1.4147], [-0.5833, 0.9161, -4.5066], [-0.6023, -1.2824, 3.2286], [-4.2352, -3.4291, 2.6727], [0.7308, -0.5824, 3.2278], [0.9876, 1.9584, -0.3623], [1.3720, -0.4387, 4.4599], [2.1697, 0.1161, -1.0897], [3.1996, 0.9046, -1.5374], [-1.7078, 0.2308, -4.9423], [-2.0169, -0.4778, -2.6724], [-2.8353, -1.2870, -1.7021], [-0.2594, 0.8780, -3.1597], [-4.2170, -2.7154, 0.3826], [2.4247, 0.4898, 2.1557], [-2.4003, -2.0669, 1.8565], [4.2096, 3.1265, -1.8929], [2.5820, 0.2227, 4.5219], [3.1234, 2.3025, -1.4031], [-3.0011, -2.0484, 0.5620], [1.9661, 2.8230, -0.7929], [3.1191, 0.7011, 3.3359], [-2.4384, -0.4688, -4.0036], [-3.0397, -2.7725, 2.8806], [0.0774, 2.3240, 0.1134], [-3.3319, -1.0198, -4.2544], [0.0373, 1.4756, -5.1898], [1.8273, 3.8823, -0.6475], [4.9468, 4.9966, -2.0694], [0.6014, 1.4335, -2.8174], [4.0611, 1.2279, 3.3147], [3.4317, 4.9408, -1.2351], [3.0938, 0.3681, 5.4619], [-2.5940, -2.7968, 3.8603], [0.8885, -0.8506, 5.3323], [-1.9966, 0.2425, -5.9833], [2.1927, -0.9654, -1.1750], [2.8560, 0.8383, 1.2288], [-4.6834, -2.7064, -0.5876], [4.0661, 0.4684, -2.0057]],
  "forces_ev_per_a": [[-4.427, -3.502, 2.435], [-0.189, -0.076, -0.131], [-0.024, -0.074, 0.226], [-0.108, 0.160, 0.071], [0.123, 0.066, -0.220], [0.173, 0.113, 0.059], [1.749, 1.548, -0.903], [-0.138, -0.100, -0.108], [-0.393, -0.359, 0.178], [2.044, 1.192, 0.065], [1.273, 1.121, -1.665], [-0.160, -0.017, 0.107], [0.381, 0.008, 0.656], [-0.017, 0.023, 0.072], [0.168, 0.193, -0.024], [-0.265, 0.025, -0.714], [0.175, 0.060, 0.400], [-0.168, -0.306, 0.024], [-0.098, -0.032, -0.106], [-0.404, 0.102, 0.244], [0.189, 0.673, -0.116], [0.148, 0.025, 0.223], [-0.144, 0.068, -0.411], [0.204, 0.109, -0.094], [0.014, 0.070, -0.358], [0.035, 0.071, -0.228], [0.247, 0.100, 0.181], [-1.453, -0.590, -0.711], [1.771, 0.855, -0.867], [-0.094, 0.008, -0.258], [-1.572, -1.050, 0.717], [-0.389, -0.567, 1.544], [0.881, -0.031, -0.339], [-0.023, -0.039, -0.047], [-0.014, -0.049, 0.152], [0.224, 0.063, 0.099], [0.229, -0.046, -0.117], [-0.001, -0.046, 0.015], [0.034, 0.065, -0.038], [-0.074, 0.089, 0.016], [0.002, 0.018, -0.003], [0.099, 0.019, 0.077], [0.071, 0.011, -0.017], [-0.007, -0.012, 0.013], [0.019, -0.019, 0.058], [-0.111, -0.035, -0.100], [-0.048, 0.003, 0.006], [-0.037, -0.006, -0.040], [0.046, 0.101, -0.041], [-0.013, 0.051, -0.115], [0.002, -0.024, 0.150], [0.073, -0.032, -0.016]]
}

---

Entry 2:
{
  "formula": "C24H16ClF10N3O4Tc",
  "method": "ωB97M-V with the def2-TZVPD basis set",
  "charge": 1,
  "molar_mass_g_mol": 733.84,
  "homo_energy_ev": [-11.75, -11.76],
  "total_energy_ha": -2928.4376,
  "lumo_energy_ev": [-5.4, -5.4],
  "de_lowest_kcal_mol": 0.0,
  "spin_multiplicity": 1,
  "fmax_ev_per_a": 0.8,
  "species": ["Tc", "Cl", "F", "F", "F", "F", "F", "F", "F", "F", "F", "F", "O", "O", "O", "O", "N", "N", "N", "C", "C", "C", "C", "C", "C", "C", "C", "C", "C", "C", "C", "C", "C", "C", "C", "C", "C", "C", "C", "C", "C", "C", "C", "H", "H", "H", "H", "H", "H", "H", "H", "H", "H", "H", "H", "H", "H", "H", "H"],
  "xyz": [[0.1134, 0.1705, 0.0590], [1.2747, 1.4605, -2.2657], [-2.8327, 1.6433, -1.9149], [5.7121, -1.4042, -1.6676], [2.9632, 2.2444, 1.2461], [-1.5115, -2.2723, -5.3758], [-2.6108, 0.0253, -6.3992], [3.3312, -2.0710, -0.5919], [5.3584, 2.8943, 0.1980], [6.7293, 1.0755, -1.2710], [-0.9459, -2.5217, -2.8563], [-3.4066, 1.9166, -4.6344], [1.2370, -0.0337, -2.0268], [2.6139, 1.9539, -2.2147], [-1.3218, 1.6719, -3.6609], [0.5377, 1.9175, -0.9328], [1.8183, -0.2138, 0.9092], [-1.4727, -0.5327, -0.9021], [-0.1899, -1.7659, 0.9448], [-1.0865, 1.5729, 3.6772], [-1.6602, -1.9427, 1.0609], [-3.5709, 2.6036, 2.9114], [-1.9000, 2.1782, 4.6133], [-1.6469, -0.3821, -2.2857], [1.8429, -1.0369, 2.1217], [-1.5271, 1.4830, 2.3489], [5.5613, 0.7540, -0.7462], [5.0409, -0.5160, -0.9475], [3.8199, -0.8442, -0.3920], [3.6344, 1.3343, 0.5435], [-0.7227, 0.8620, 1.3659], [0.3969, -2.8238, 0.0861], [-1.7462, -1.2092, -4.6242], [-3.1379, 2.6870, 4.2300], [-1.4461, -1.3375, -3.2084], [-2.1373, 0.9111, -2.8079], [-2.2789, -1.5960, -0.2856], [3.0855, 0.0690, 0.3528], [0.4905, -1.7544, 2.2646], [-2.2519, -0.0821, -5.1343], [-2.7688, 2.0052, 1.9588], [4.8603, 1.6818, 0.0076], [-2.4530, 1.0709, -4.2461], [-1.5717, 2.2614, 5.6398], [-2.2862, -2.4689, -0.9443], [0.0928, -3.8025, 0.4629], [2.0276, -0.4218, 3.0083], [-2.0101, -1.2633, 1.8363], [2.6656, -1.7532, 2.0565], [-0.1615, -1.2348, 2.9657], [1.4787, -2.7414, 0.1071], [-3.3185, -1.2827, -0.1543], [-3.7704, 3.1610, 4.9687], [-1.9082, -2.9637, 1.3621], [-3.0776, 1.9429, 0.9224], [0.6247, -2.7779, 2.6213], [-0.1134, 1.1871, 3.9532], [-4.5294, 3.0139, 2.6262], [0.0623, -2.7031, -0.9396]],
  "forces_ev_per_a": [[0.426, 0.286, -0.644], [-0.111, -0.448, 0.106], [0.085, -0.059, -0.050], [0.026, -0.033, -0.021], [-0.040, -0.004, 0.007], [0.008, -0.054, -0.033], [0.003, 0.018, 0.004], [0.040, -0.070, -0.077], [0.008, 0.042, 0.010], [0.055, 0.018, -0.028], [-0.001, 0.009, -0.088], [0.017, 0.001, 0.012], [0.038, 0.459, 0.058], [0.027, 0.025, 0.027], [0.033, 0.074, -0.065], [-0.017, -0.261, -0.052], [-0.045, 0.026, 0.291], [-0.003, 0.052, 0.060], [-0.099, -0.073, 0.033], [0.003, 0.002, 0.025], [0.021, -0.010, -0.026], [0.016, -0.007, -0.008], [-0.007, 0.001, -0.010], [0.124, -0.039, 0.055], [-0.068, -0.048, -0.036], [0.143, -0.070, 0.009], [-0.065, 0.009, 0.046], [-0.065, 0.021, 0.042], [0.142, 0.068, -0.007], [0.050, 0.030, -0.013], [-0.300, 0.014, 0.322], [0.031, -0.032, 0.063], [0.010, 0.013, 0.087], [0.006, -0.004, 0.004], [-0.034, -0.064, -0.116], [-0.192, 0.072, 0.040], [-0.007, 0.019, -0.031], [-0.114, 0.081, -0.140], [0.030, 0.011, -0.024], [0.000, -0.006, -0.055], [-0.049, 0.022, -0.042], [-0.012, -0.105, -0.013], [-0.005, -0.003, 0.119], [-0.008, 0.005, 0.007], [-0.031, 0.028, 0.072], [0.006, -0.015, 0.009], [0.013, 0.003, -0.014], [-0.010, -0.005, 0.012], [-0.023, 0.001, -0.034], [0.004, 0.027, -0.027], [-0.091, -0.029, 0.015], [0.025, 0.019, 0.019], [0.004, 0.003, 0.003], [0.039, -0.005, -0.005], [0.013, -0.002, 0.010], [-0.032, 0.002, 0.035], [-0.008, 0.003, 0.001], [-0.006, 0.002, 0.006], [-0.004, -0.017, 0.050]]
}

---

Entry 3:
{
  "formula": "C24H16F5N7O3PtS2",
  "method": "ωB97M-V with the def2-TZVPD basis set",
  "charge": 0,
  "molar_mass_g_mol": 804.64,
  "homo_energy_ev": -8.12,
  "total_energy_ha": -2948.2034,
  "lumo_energy_ev": -0.6,
  "de_lowest_kcal_mol": 5.5,
  "spin_multiplicity": 1,
  "fmax_ev_per_a": 0.2,
  "species": ["Pt", "S", "S", "F", "F", "F", "F", "F", "O", "O", "O", "N", "N", "N", "N", "N", "N", "N", "C", "C", "C", "C", "C", "C", "C", "C", "C", "C", "C", "C", "C", "C", "C", "C", "C", "C", "C", "C", "C", "C", "C", "C", "H", "H", "H", "H", "H", "H", "H", "H", "H", "H", "H", "H", "H", "H", "H", "H"],
  "xyz": [[-0.2797, -0.1771, 0.5436], [0.1370, -2.7699, 3.0390], [-0.2252, 1.5218, -1.0171], [-1.3651, -1.1146, -2.3635], [-3.5533, -2.4382, -3.0908], [-5.0476, -2.4807, 1.3671], [-5.4207, -3.1478, -1.2405], [-2.8721, -1.1629, 2.1260], [-1.2626, 0.9999, 1.8083], [1.4427, -3.2756, 3.3376], [-0.5098, -1.8446, 3.9159], [2.2345, 1.3516, 0.1235], [0.8100, -1.5537, -0.4783], [1.4099, 0.8561, 1.1344], [2.1419, 2.2803, -1.9677], [1.4815, -3.6631, 0.3591], [-3.5587, -7.2889, 2.0578], [0.2197, -1.9946, 1.5724], [1.5887, 1.2718, 2.3305], [-3.3781, -2.1201, -1.8054], [-4.3279, -2.4799, -0.8702], [1.5300, 1.7091, -0.8943], [-0.4565, -5.3209, 2.2539], [0.9981, 1.2260, 4.7079], [-4.1340, -2.1365, 0.4545], [1.3728, -1.7654, -1.6573], [-3.1640, -5.0296, 2.8136], [-2.2955, -3.9863, 3.0638], [-2.6932, -6.2288, 2.2712], [-2.2487, -1.4299, -1.3966], [0.5982, 1.1196, 3.3672], [2.0490, -3.8674, -0.8219], [-0.7774, 1.0496, 3.0486], [-0.9446, -4.1247, 2.7668], [-1.3265, -6.3642, 2.0068], [-1.2828, 1.2005, 5.4036], [0.8792, -2.4892, 0.5090], [-1.7040, 1.1195, 4.0971], [0.0768, 1.2414, 5.7253], [-2.9925, -1.4477, 0.8272], [2.0382, -2.9541, -1.8721], [-2.0088, -1.0779, -0.0792], [2.5157, -3.1691, -2.8148], [3.0423, 2.7016, -1.8100], [2.4922, 1.8451, 2.5251], [-3.2544, -7.9846, 1.3975], [1.2769, -0.9807, -2.3963], [-4.2171, -4.9218, 3.0443], [-4.5328, -7.0531, 1.9650], [-2.6542, -3.0628, 3.4937], [2.5421, -4.8259, -0.9451], [-2.7542, 1.0766, 3.8428], [0.6005, -5.4199, 2.0511], [1.5651, 2.6758, -2.6884], [-0.9498, -7.3008, 1.6130], [-2.0210, 1.2263, 6.1956], [0.3964, 1.2969, 6.7563], [2.0573, 1.2908, 4.9288]],
  "forces_ev_per_a": [[0.078, 0.151, 0.024], [-0.014, -0.007, 0.018], [-0.037, -0.094, -0.023], [0.002, -0.028, -0.006], [0.001, -0.005, -0.007], [0.006, 0.005, -0.002], [0.006, 0.001, 0.002], [0.028, 0.008, 0.054], [0.032, -0.004, -0.012], [0.016, -0.009, 0.006], [0.004, 0.012, -0.004], [0.026, 0.003, 0.060], [-0.073, -0.036, -0.033], [-0.063, 0.011, -0.027], [-0.002, -0.019, -0.018], [0.010, -0.031, 0.014], [0.003, 0.013, -0.016], [-0.056, 0.024, 0.112], [0.012, -0.014, -0.004], [0.005, 0.019, 0.004], [-0.019, 0.000, 0.005], [-0.025, 0.009, 0.007], [0.028, 0.003, -0.006], [-0.004, -0.012, -0.002], [0.000, -0.022, -0.005], [0.041, 0.051, -0.003], [-0.005, 0.000, 0.005], [-0.001, -0.009, -0.023], [-0.001, -0.014, -0.002], [0.008, -0.014, -0.013], [0.004, -0.003, 0.008], [-0.002, -0.034, 0.028], [0.005, -0.002, 0.009], [-0.010, 0.017, 0.001], [-0.005, -0.006, 0.001], [-0.013, -0.003, 0.001], [0.040, -0.001, -0.104], [-0.002, -0.005, 0.002], [0.011, 0.004, 0.003], [-0.026, 0.012, -0.051], [0.003, 0.039, -0.046], [-0.003, -0.003, -0.002], [0.001, 0.005, 0.001], [-0.001, -0.002, 0.001], [0.007, -0.015, 0.008], [0.001, 0.000, 0.007], [-0.011, -0.016, 0.002], [0.001, 0.001, 0.001], [0.003, -0.001, 0.007], [-0.005, 0.005, 0.005], [-0.001, 0.002, 0.004], [0.002, 0.000, -0.004], [-0.011, 0.001, 0.008], [0.002, 0.013, 0.005], [0.001, 0.000, 0.002], [0.001, 0.000, 0.000], [-0.001, 0.002, 0.000], [0.002, -0.001, -0.002]]
}

---

Entry 4:
{
  "formula": "C24H17Cl3N2O3PdS3",
  "method": "ωB97M-V with the def2-TZVPD basis set",
  "charge": 0,
  "molar_mass_g_mol": 690.39,
  "homo_energy_ev": -7.98,
  "total_energy_ha": -3963.0002,
  "lumo_energy_ev": -1.0,
  "de_lowest_kcal_mol": 0.9,
  "spin_multiplicity": 1,
  "fmax_ev_per_a": 1.3,
  "species": ["Pd", "Cl", "Cl", "Cl", "S", "S", "S", "O", "O", "O", "N", "N", "C", "C", "C", "C", "C", "C", "C", "C", "C", "C", "C", "C", "C", "C", "C", "C", "C", "C", "C", "C", "C", "C", "C", "C", "H", "H", "H", "H", "H", "H", "H", "H", "H", "H", "H", "H", "H", "H", "H", "H", "H"],
  "xyz": [[0.7739, -0.2258, -0.0861], [3.1175, -4.3957, 1.2117], [0.8147, -5.0421, -0.3931], [0.5020, -4.6316, 2.4547], [-0.3519, 2.7613, -0.9838], [2.6702, -1.2869, -2.1238], [3.9816, 1.7414, -3.6008], [0.3111, -2.2537, -0.0938], [2.0317, 1.2166, -0.1097], [1.6824, -1.7856, 1.5940], [-0.7097, 0.2298, 1.6345], [-2.4529, -0.7110, -0.3963], [0.1753, 4.5200, -2.7450], [-0.7839, 4.1648, -1.8483], [1.6109, 0.0981, -2.0786], [0.3810, -1.5119, -3.2438], [-4.1108, -1.9612, 2.6581], [-2.2310, -0.6311, 3.3115], [1.1346, 2.5985, -1.8452], [5.6164, 2.0280, -3.1874], [-2.6826, -1.0002, 0.9381], [-3.3711, -1.3970, 3.6542], [-1.8534, -0.4551, 1.9672], [1.3878, -4.1107, 1.0048], [1.2821, 3.6212, -2.7354], [1.5354, -2.2009, -2.9615], [-0.0211, 0.8043, 2.5915], [-3.7707, -1.7541, 1.3080], [-0.3576, 0.7302, 3.9573], [2.0916, 1.4609, -1.4872], [3.4997, 1.7440, -1.9544], [1.1308, -2.5883, 0.8418], [5.7879, 2.1135, -1.8420], [-1.4399, -0.0110, 4.3096], [4.5626, 1.9404, -1.1294], [0.4267, -0.1967, -2.7492], [4.4594, 1.9427, -0.0533], [0.8683, 1.3429, 2.2846], [-1.5227, -0.4215, -0.6466], [-0.4620, -1.9407, -3.7653], [-0.3398, 0.5503, -2.9054], [1.7395, -3.2386, -3.1810], [-4.9821, -2.5599, 2.8928], [-2.8221, -1.3939, -1.0379], [0.1102, 5.3915, -3.3816], [-1.7156, 4.6682, -1.6399], [0.2661, 1.2256, 4.6880], [-3.6319, -1.5218, 4.6974], [2.1539, 3.7439, -3.3609], [-1.7179, -0.1370, 5.3499], [-4.3976, -2.1751, 0.5296], [6.7456, 2.2858, -1.3717], [6.3628, 2.1229, -3.9606]],
  "forces_ev_per_a": [[0.219, -1.044, -0.242], [0.004, 0.032, 0.028], [0.028, 0.074, 0.094], [0.029, 0.034, -0.040], [0.021, -0.213, 0.106], [0.246, 0.132, 0.089], [-0.076, -0.020, -0.180], [-0.014, -0.161, 0.464], [-0.072, 1.326, 0.016], [0.099, -0.792, -0.092], [0.152, 0.054, 0.097], [-0.185, -0.044, 0.080], [0.058, -0.066, 0.009], [0.028, 0.131, -0.118], [-0.019, 0.151, 0.118], [0.162, -0.051, 0.046], [-0.013, -0.006, -0.189], [-0.065, -0.011, 0.344], [0.123, 0.039, -0.017], [0.110, 0.023, 0.059], [0.117, 0.060, -0.205], [0.102, 0.055, -0.053], [0.200, -0.026, -0.291], [-0.082, -0.056, -0.001], [-0.071, 0.001, -0.068], [-0.288, -0.177, -0.177], [0.139, 0.105, 0.013], [-0.171, -0.102, 0.142], [0.033, 0.009, -0.113], [-0.395, -0.109, -0.247], [0.109, -0.030, 0.489], [-0.544, 0.595, -0.238], [-0.129, -0.019, 0.049], [-0.057, -0.044, 0.023], [0.138, 0.044, -0.019], [-0.090, 0.080, -0.009], [0.016, 0.001, -0.046], [0.035, -0.001, -0.029], [0.108, 0.055, 0.071], [0.030, 0.011, 0.009], [-0.007, -0.009, 0.017], [0.002, 0.045, 0.001], [0.022, 0.011, -0.001], [-0.003, -0.015, 0.001], [0.006, -0.034, 0.020], [0.038, -0.031, 0.004], [-0.016, -0.007, -0.016], [0.011, 0.008, -0.018], [-0.019, 0.002, 0.012], [-0.007, 0.000, -0.028], [0.011, 0.003, 0.034], [-0.033, -0.004, -0.011], [-0.039, -0.008, 0.012]]
}